A.
The following is a quantum chemistry calculation of a 2-piece molecular cluster, C6H12N2 overall, from OMol25.

## Properties
- Structure (SMILES): Cc1c[nH]cn1.CC
- LUMO level: 0.89 eV
- Charge: 0

```
20
C6H12N2, DFT ωB97M-V/def2-TZVPD
C 2.18 1.45 -0.56
C 1.72 0.04 -0.49
C 2.19 -0.99 0.27
N 1.39 -2.08 -0.01
C 0.51 -1.68 -0.95
N 0.69 -0.43 -1.26
H 2.73 1.73 -1.45
H 2.81 1.67 0.30
H 1.32 2.12 -0.45
H 2.96 -1.09 1.01
H 1.79 -2.98 0.26
H -0.16 -2.26 -1.57
C -2.60 1.22 1.00
C -2.46 -0.07 0.18
H -3.09 2.01 0.43
H -3.13 1.01 1.93
H -1.59 1.57 1.24
H -3.45 -0.37 -0.18
H -1.67 0.00 -0.56
H -2.15 -0.88 0.85
```

B.
The following is a quantum chemistry calculation of one molecule with the formula C6H12N2, from OMol25.

## Properties
- Structure (SMILES): CC1=C(C)NC(C)N1
- LUMO level: 1.06 eV
- Charge: 0

```
20
C6H12N2, DFT ωB97M-V/def2-TZVPD
C -2.37 -0.61 -0.13
C -0.92 -0.28 -0.02
C -0.33 0.95 -0.07
C -0.89 2.31 0.14
N 1.06 0.73 -0.11
C 1.23 -0.67 0.17
C 2.56 -1.27 -0.19
N 0.06 -1.22 -0.51
H -2.66 -0.79 -1.17
H -2.97 0.21 0.24
H -2.59 -1.52 0.44
H -0.94 2.56 1.20
H -1.89 2.38 -0.27
H -0.26 3.06 -0.35
H 1.65 1.37 0.40
H 0.73 -0.77 1.34
H 2.68 -1.27 -1.28
H 2.62 -2.29 0.17
H 3.37 -0.69 0.24
H -0.14 -2.17 -0.22
```

Which of them is the most stable? Correct choice: A.

A.
The following is a quantum chemistry calculation of a 2-piece molecular cluster, C6H12N2 overall, from OMol25.

## Properties
- Structure (SMILES): Cc1c[nH]cn1.CC
- LUMO level: 0.83 eV
- Charge: 0

```
20
C6H12N2, DFT ωB97M-V/def2-TZVPD
C 0.83 0.86 2.29
C 0.01 -0.08 1.51
C 0.27 -1.37 1.10
N -0.88 -1.82 0.53
C -1.82 -0.84 0.62
N -1.30 0.21 1.22
H 0.44 1.04 3.30
H 0.85 1.87 1.89
H 1.85 0.50 2.43
H 1.09 -2.07 1.11
H -0.84 -2.63 -0.05
H -2.75 -0.95 0.09
C 1.51 1.19 -3.69
C 0.67 1.29 -2.37
H 2.53 1.03 -3.38
H 1.15 0.44 -4.40
H 1.39 2.12 -4.25
H -0.37 1.47 -2.65
H 1.24 1.94 -1.72
H 0.57 0.27 -1.98
```

B.
The following is a quantum chemistry calculation of one molecule with the formula C6H12N2, from OMol25.

## Properties
- LUMO level (alpha / beta): 0.77 / 0.77 eV
- Charge: 0

```
20
C6H12N2, DFT ωB97M-V/def2-TZVPD
C 1.00 1.23 -1.29
C -1.47 0.75 1.52
C -0.36 1.24 0.64
N -0.07 0.65 -0.47
H 0.20 2.12 0.95
H 1.10 0.65 -2.21
H 0.77 2.27 -1.54
H 1.96 1.20 -0.76
H -2.07 1.59 1.88
H -2.11 0.05 0.98
H -1.08 0.23 2.40
C -0.73 -1.65 -1.60
N 1.34 -1.00 1.58
C 0.85 -1.56 0.46
C 0.10 -1.14 -0.49
H 2.26 -1.29 1.89
H 1.17 0.01 1.73
H -0.57 -1.08 -2.52
H -0.48 -2.69 -1.78
H -1.80 -1.59 -1.37
```

C.
The following is a quantum chemistry calculation of C6H12N2 as an isolated structure, from OMol25.

## Properties
- LUMO level: 0.78 eV
- Charge: 0

```
20
C6H12N2, DFT ωB97M-V/def2-TZVPD
C -2.28 0.29 0.06
C -0.94 0.55 -0.52
C -1.28 -1.24 1.62
N -1.57 0.05 1.29
H -2.81 -0.57 -0.36
H -2.95 1.15 0.13
H -0.62 1.58 -0.57
H -0.60 -0.13 -1.29
H -1.09 -1.37 2.69
H -0.10 -1.45 1.20
H -1.87 -2.04 1.17
C 1.94 1.06 -0.50
N 2.00 1.00 -1.97
C 1.21 -0.06 0.16
C 1.22 -1.16 0.74
H 1.09 1.14 -2.38
H 2.34 0.09 -2.27
H 2.96 1.05 -0.12
H 1.51 2.02 -0.22
H 1.83 -1.96 1.14
```

Which of them is the most stable? Correct choice: A.

A.
The following is a quantum chemistry calculation of a 2-piece molecular cluster, C6H12N2 overall, from OMol25.

## Properties
- Structure (SMILES): Cc1c[nH]cn1.CC
- LUMO level: 0.80 eV
- Charge: 0

```
20
C6H12N2, DFT ωB97M-V/def2-TZVPD
C -0.77 2.57 0.49
C 0.74 2.22 0.34
C 1.34 1.75 -0.91
N 2.52 1.13 -0.57
C 2.55 1.03 0.79
N 1.60 1.91 1.35
H -1.12 3.51 -0.05
H -0.99 2.86 1.56
H -1.42 1.82 0.05
H 1.00 1.74 -1.91
H 3.20 0.63 -1.11
H 3.21 0.32 1.35
C -1.26 -2.49 -0.89
C -1.70 -2.79 0.57
H -1.93 -2.16 -1.62
H -0.32 -1.95 -0.98
H -0.95 -3.57 -1.35
H -0.89 -3.13 1.25
H -2.50 -3.49 0.70
H -2.30 -1.91 0.93
```

B.
The following is a quantum chemistry calculation of one molecule with the formula C6H12N2, from OMol25.

## Properties
- Structure (SMILES): CC/C(=N\C)N1CC1
- LUMO level: 1.02 eV
- Charge: 0

```
20
C6H12N2, DFT ωB97M-V/def2-TZVPD
C -1.42 -2.06 0.08
C -1.41 -0.56 -0.15
C -0.06 0.21 -0.13
N 0.04 1.49 0.00
C -1.20 2.30 0.01
N 1.21 -0.49 0.03
C 2.40 -0.15 -0.77
C 2.29 0.07 0.74
H -0.85 -2.68 -0.75
H -0.75 -2.30 0.94
H -2.42 -2.58 0.21
H -2.07 -0.41 -1.01
H -1.91 -0.16 0.81
H -1.85 1.85 -0.80
H -1.72 2.14 0.94
H -0.89 3.36 -0.25
H 2.53 0.71 -1.50
H 3.00 -1.10 -1.06
H 2.81 -0.68 1.47
H 2.26 1.05 1.18
```

Which of them is the most stable? Correct choice: A.

A.
The following is a quantum chemistry calculation of one molecule with the formula C5H8N2O, from OMol25.

## Properties
- LUMO level (alpha / beta): -0.26 / -0.25 eV
- Charge: 0

```
16
C5H8N2O, DFT ωB97M-V/def2-TZVPD
C 0.73 0.18 1.66
C -1.23 -0.88 -2.22
C -0.88 0.40 -1.53
C -0.22 -1.54 -1.41
C 1.38 1.22 2.48
N 0.50 0.50 0.39
N -0.01 -0.34 -0.59
O 0.57 -0.95 2.04
H -2.24 -1.21 -1.81
H -1.13 -0.89 -3.26
H -0.26 1.19 -1.83
H -1.67 0.73 -0.89
H -0.08 -2.68 -1.25
H 1.40 0.78 3.48
H 0.75 2.10 2.61
H 2.38 1.38 2.13
```

B.
The following is a quantum chemistry calculation of C5H8N2O as an isolated structure, from OMol25.

## Properties
- LUMO level: 0.64 eV
- Charge: 0

```
16
C5H8N2O, DFT ωB97M-V/def2-TZVPD
C -1.95 1.52 -1.02
C -0.94 2.11 -0.24
C 0.43 0.21 0.06
C 1.28 -1.95 0.45
C 1.34 -0.47 1.11
H -2.11 0.52 -1.52
H -2.94 2.07 -1.67
H -0.90 3.16 -0.01
H 0.35 -2.32 -1.23
H 1.35 -2.87 1.15
H 2.18 -2.08 -0.15
H 2.10 0.26 1.05
H 0.82 -0.62 2.10
N -0.50 -0.60 -0.38
N -0.06 -2.04 -0.03
O 0.26 1.47 0.13
```

C.
The following is a quantum chemistry calculation of one molecule with the formula C5H8N2O, from OMol25.

## Properties
- LUMO level (alpha / beta): -0.18 / -1.21 eV
- Charge: 0

```
16
C5H8N2O, DFT ωB97M-V/def2-TZVPD
C -0.93 0.62 0.95
C -1.59 -0.23 -0.02
C 0.68 0.12 0.44
N 1.06 -0.86 1.46
C -0.13 -0.60 -0.70
C -0.10 -0.11 -2.00
N 1.57 1.09 0.19
O -2.67 -0.66 -0.30
H 1.35 -0.34 2.28
H 1.90 -1.33 1.13
H 1.31 1.61 -0.65
H -1.13 0.39 1.99
H -0.99 1.68 0.71
H -0.09 -1.67 -0.47
H 0.66 0.60 -2.32
H -0.90 -0.33 -2.70
```

D.
The following is a quantum chemistry calculation of C5H8N2O as an isolated structure, from OMol25.

## Properties
- LUMO level: 0.91 eV
- Charge: 0

```
16
C5H8N2O, DFT ωB97M-V/def2-TZVPD
C -2.73 0.30 -0.29
C 0.28 -0.91 0.40
C 1.56 -1.12 -0.19
C 1.41 1.14 -0.01
C 0.23 0.58 0.53
H -2.33 1.32 -0.60
H -3.91 0.02 -0.26
H -0.12 -1.62 1.17
H 2.23 -1.69 0.40
H 1.11 -1.53 -1.27
H 1.21 1.76 -1.21
H 1.97 1.82 0.76
H -0.42 0.72 1.67
N -1.88 -0.55 -0.14
N -0.66 -0.27 -0.39
O 2.02 0.06 -0.57
```

Which of them is the most stable? Correct choice: A.

A.
The following is a quantum chemistry calculation of one molecule with the formula C5H8N2O, from OMol25.

## Properties
- Structure (SMILES): C1=N[C@@H]2CC[C@@H]2ON1
- LUMO level: 0.53 eV
- Charge: 0

```
16
C5H8N2O, DFT ωB97M-V/def2-TZVPD
C -2.03 0.54 -0.12
N -1.06 1.47 0.03
C 0.07 0.73 0.43
C 1.24 0.97 -0.40
C 1.65 -0.55 -0.08
C 0.25 -0.91 0.41
O -0.58 -1.18 -0.60
N -1.92 -0.84 0.23
H -2.95 0.87 -0.46
H 0.38 0.70 1.50
H 0.67 1.14 -1.28
H 1.75 1.90 -0.16
H 2.31 -0.60 0.70
H 2.11 -1.19 -0.88
H 0.52 -1.68 1.23
H -2.41 -1.37 -0.56
```

B.
The following is a quantum chemistry calculation of one molecule with the formula C5H8N2O, from OMol25.

## Properties
- Structure (SMILES): OCCc1cn[nH]c1
- LUMO level: 0.87 eV
- Charge: 0

```
16
C5H8N2O, DFT ωB97M-V/def2-TZVPD
O -2.33 0.00 0.99
C -1.29 -0.98 1.18
C 0.06 -0.32 1.19
C 0.53 0.24 -0.10
C 0.59 1.55 -0.53
N 1.07 1.73 -1.72
N 1.39 0.44 -2.02
C 1.08 -0.45 -1.07
H -2.18 0.42 0.00
H -1.75 -1.46 2.06
H -1.46 -1.84 0.32
H 0.05 0.42 1.98
H 0.59 -0.98 1.63
H 0.41 2.33 0.24
H 1.73 0.36 -2.99
H 1.51 -1.45 -1.18
```

Which of them is the most stable? Correct choice: B.

A.
The following is a quantum chemistry calculation of a 2-piece molecular cluster, C5H8N2O overall, from OMol25.

## Properties
- Structure (SMILES): C=CN=C=O.C=NC
- LUMO level: 0.77 eV
- Charge: 0

```
16
C5H8N2O, DFT ωB97M-V/def2-TZVPD
C -0.93 2.64 -0.32
C -1.28 1.36 -0.25
N -1.89 0.85 -1.39
C -2.65 0.03 -1.83
O -3.47 -0.61 -2.35
H -0.40 3.14 0.42
H -1.07 3.14 -1.18
H -1.20 0.61 0.62
C 1.19 -0.47 1.09
N 0.14 -0.92 0.69
C 0.19 -1.69 -0.44
H 1.38 0.35 1.86
H 2.13 -0.78 0.57
H -0.18 -2.69 -0.28
H -0.32 -1.24 -1.27
H 1.38 -1.70 -0.73
```

B.
The following is a quantum chemistry calculation of one molecule with the formula C5H8N2O, from OMol25.

## Properties
- Structure (SMILES): C=C(/N=N/C)C(C)=O
- LUMO level: -0.06 eV
- Charge: 0

```
16
C5H8N2O, DFT ωB97M-V/def2-TZVPD
C -1.58 -1.86 -0.48
C -0.80 -0.83 -0.14
N 0.52 -0.98 0.19
N 1.28 0.00 0.03
C 2.62 -0.16 0.52
C -1.41 0.52 0.35
C -0.94 1.74 -0.39
O -2.35 0.52 1.10
H -1.15 -2.80 -0.81
H -2.65 -1.75 -0.49
H 3.29 -0.13 -0.33
H 2.85 0.69 1.16
H 2.75 -1.10 1.07
H -1.36 2.64 0.05
H -1.23 1.67 -1.44
H 0.15 1.81 -0.36
```

Which of them is the most stable? Correct choice: B.